Computed, not measured: the molecule C23H32N4O3, with the ωB97M-V functional and the def2-TZVPD basis.

Each line ends with the natural charge from an NBO analysis.
CARTESIAN COORDINATES (ANGSTROEM)
C1 0.0268 3.1352 -0.1275  -0.61
H1 0.0312 2.8264 -1.1694  0.22
H2 0.1482 2.2521 0.4947  0.21
H3 0.8782 3.7860 0.0439  0.23
C2 -1.2814 3.8569 0.1865  -0.21
N1 -2.4119 3.0055 -0.0743  -0.16
C3 -2.9762 2.0885 0.7477  0.16
C4 -3.9453 1.4336 0.0015  -0.18
C5 -3.8798 2.0488 -1.2610  -0.05
N2 -2.9521 2.9835 -1.2903  -0.27
H4 -4.4761 1.8486 -2.1297  0.20
C6 -4.8589 0.3144 0.4026  -0.22
N3 -4.4176 -1.0506 0.1569  -0.45
C7 -4.2173 -1.4345 -1.2226  -0.22
C8 -2.8254 -1.1119 -1.7860  -0.43
C9 -1.7393 -1.7012 -0.8899  0.10
C10 -1.9492 -1.2210 0.5451  -0.45
C11 -3.3708 -1.5685 1.0047  -0.21
H5 -3.5330 -1.2101 2.0236  0.20
H6 -3.4740 -2.6615 1.0119  0.19
H7 -1.7963 -0.1423 0.5693  0.21
H8 -1.2241 -1.6884 1.2143  0.21
H9 -1.7787 -2.7978 -0.9254  0.19
O1 -0.4968 -1.2336 -1.4160  -0.52
C12 0.6577 -1.4362 -0.7271  0.34
C13 1.5497 -0.3740 -0.7110  -0.22
C14 2.7923 -0.4614 -0.0956  -0.15
C15 3.1363 -1.6420 0.5473  -0.20
C16 2.2586 -2.7125 0.5484  -0.30
C17 1.0279 -2.6422 -0.0926  0.24
O2 0.1424 -3.6820 -0.1468  -0.50
C18 0.4643 -4.8852 0.5061  -0.25
H10 0.5938 -4.7383 1.5833  0.18
H11 -0.3844 -5.5456 0.3337  0.20
H12 1.3666 -5.3421 0.0877  0.18
H13 2.5512 -3.6184 1.0554  0.22
H14 4.0712 -1.7336 1.0807  0.21
C19 3.6674 0.7451 -0.0980  0.67
O3 3.2301 1.8786 -0.0354  -0.63
N4 4.9944 0.4724 -0.1731  -0.60
C20 5.9895 1.4913 -0.2021  -0.06
C21 7.1894 1.3380 -1.0861  -0.43
C22 7.3336 1.2322 0.4064  -0.43
H15 7.8208 2.0340 0.9381  0.22
H16 7.5206 0.2555 0.8271  0.21
H17 7.5768 2.2131 -1.5831  0.22
H18 7.2792 0.4326 -1.6676  0.21
H19 5.5327 2.4657 -0.0907  0.25
H20 5.3004 -0.4796 -0.2968  0.40
H21 1.2641 0.5442 -1.1986  0.24
H22 -2.6773 -0.0335 -1.8415  0.22
H23 -2.7310 -1.5186 -2.7933  0.21
H24 -4.9825 -0.9511 -1.8323  0.20
H25 -4.3727 -2.5198 -1.2778  0.19
H26 -5.8042 0.4327 -0.1384  0.21
H27 -5.0778 0.3847 1.4730  0.20
C23 -2.5882 1.9561 2.1773  -0.66
H28 -1.5365 1.6899 2.2836  0.23
H29 -3.1894 1.1867 2.6538  0.23
H30 -2.7530 2.8971 2.7044  0.23
H31 -1.3871 4.7310 -0.4600  0.22
H32 -1.3073 4.1770 1.2310  0.20

Cartesian forces (eV/Å) of the 2 atoms listed first:
C -0.1808 0.1702 0.0821
H 0.0082 -0.0413 -0.1026

Summary:
HOMO = -8.0 eV
F_max = 0.84 eV/A
LUMO energy = 0.626 eV
SMILES = CCn1ncc(CN2CCC(Oc3cc(C(=O)NC4CC4)ccc3OC)CC2)c1C
Kohn-Sham gap = 8.63 eV
Energy above the lowest of the compared OMol25 structures with the same formula, charge and spin = 91.2 kcal/mol

Computed, not measured: the molecule C23H32N4O5, with the ωB97M-V functional and the def2-TZVPD basis.

Each line ends with the natural charge from an NBO analysis.
CARTESIAN COORDINATES (ANGSTROEM)
C1 0.8088 -2.3534 3.2202  -0.25
H1 1.5254 -2.1770 4.0299  0.16
O1 -0.3778 -1.6179 3.4016  -0.54
C2 -0.2437 -0.2337 3.1901  -0.07
C3 0.6114 0.4742 4.2536  -0.44
H2 0.3754 0.0466 5.2295  0.22
H3 1.6714 0.3071 4.0511  0.20
C4 0.3301 1.9771 4.2976  -0.22
N1 0.5278 2.5924 3.0092  -0.59
C5 -0.4669 3.0452 2.2420  0.59
O2 -1.6403 3.1445 2.5603  -0.64
C6 0.0100 3.3876 0.8281  0.58
O3 1.1758 3.2498 0.4935  -0.64
N2 -1.0028 3.7620 0.0416  -0.58
H4 -1.9127 3.7829 0.4891  0.43
C7 -0.9163 3.8848 -1.3876  -0.25
H5 0.1435 3.8902 -1.6498  0.23
H6 -1.3689 4.8271 -1.7065  0.22
C8 -1.6439 2.7208 -2.1179  -0.06
C9 -1.6058 2.9748 -3.5985  0.27
C10 -1.5746 2.1051 -4.6481  -0.30
C11 -1.5733 2.8989 -5.8216  -0.31
C12 -1.6076 4.1890 -5.3983  0.08
O4 -1.6281 4.2462 -4.0534  -0.41
H7 -1.6198 5.1210 -5.9270  0.20
H8 -1.5507 2.5517 -6.8340  0.23
H9 -1.5561 1.0378 -4.5856  0.24
N3 -1.1488 1.3851 -1.8668  -0.46
C13 0.2833 1.2009 -2.0141  -0.25
C14 0.5680 -0.2957 -2.1028  -0.20
N4 0.0981 -0.9499 -0.8983  -0.45
C15 0.6770 -2.1651 -0.5317  0.13
C16 -0.0679 -3.2984 -0.2143  -0.20
C17 0.5396 -4.4657 0.2195  -0.31
C18 1.9195 -4.5378 0.3373  0.27
C19 2.6769 -3.4105 0.0181  -0.24
C20 2.0688 -2.2493 -0.3996  -0.22
H10 2.6794 -1.3846 -0.6116  0.21
H11 3.7494 -3.4678 0.1177  0.22
O5 2.6233 -5.6364 0.7528  -0.50
C21 1.9055 -6.7987 1.0789  -0.25
H12 1.2183 -6.6279 1.9148  0.17
H13 2.6522 -7.5348 1.3735  0.20
H14 1.3426 -7.1803 0.2203  0.17
H15 -0.0851 -5.3137 0.4529  0.22
H16 -1.1420 -3.2904 -0.3087  0.21
C22 -1.3258 -0.7633 -0.7400  -0.23
C23 -1.6179 0.7371 -0.6590  -0.20
H17 -2.6957 0.8889 -0.5671  0.20
H18 -1.1302 1.1251 0.2483  0.17
H19 -1.6495 -1.2296 0.1919  0.22
H20 -1.8912 -1.1941 -1.5824  0.17
H21 1.6365 -0.4631 -2.2275  0.21
H22 0.0457 -0.7034 -2.9847  0.17
H23 0.6065 1.6903 -2.9346  0.21
H24 0.8488 1.6181 -1.1668  0.20
H25 -2.6945 2.7339 -1.7910  0.21
H26 1.4373 2.5395 2.5647  0.42
H27 0.9827 2.4570 5.0338  0.20
H28 -0.7122 2.1608 4.5703  0.23
H29 -1.2649 0.1558 3.2255  0.19
H30 0.1726 -0.0488 2.1876  0.17
H31 0.5214 -3.4028 3.2229  0.19
H32 1.2817 -2.1151 2.2614  0.18

Cartesian forces (eV/Å) of the 2 atoms listed first:
C 0.0425 -0.0316 -0.0007
H 0.0231 -0.0057 -0.0102

Summary:
HOMO = -7.5 eV
F_max = 0.96 eV/A
LUMO energy = 0.745 eV
SMILES = COCCCNC(=O)C(=O)NC[C@@H](c1ccco1)N1CCN(c2ccc(OC)cc2)CC1
Kohn-Sham gap = 8.25 eV
Energy above the lowest of the compared OMol25 structures with the same formula, charge and spin = 87.1 kcal/mol

Computed, not measured: the molecule C23H32NO5P in a non-equilibrium geometry, with the ωB97M-V functional and the def2-TZVPD basis.

Each line ends with the natural charge from an NBO analysis.
CARTESIAN COORDINATES (ANGSTROEM)
C1 3.3437 1.1825 -1.4104  -0.29
C2 2.7865 0.0388 -1.9670  -0.22
C3 1.4142 -0.1139 -2.0230  -0.07
C4 0.7872 -1.3511 -2.5878  -0.24
C5 0.5969 0.9073 -1.5408  -0.27
C6 1.1375 2.0432 -0.9687  0.26
C7 2.5411 2.1865 -0.8973  0.26
H1 4.4178 1.2729 -1.3812  0.22
H2 3.4228 -0.7389 -2.3577  0.24
O1 1.7496 -2.2751 -3.0155  -0.72
H3 0.1264 -1.0724 -3.4284  0.20
H4 1.2910 -3.1210 -3.1353  0.50
H5 -0.4720 0.7968 -1.6152  0.23
O2 0.4069 3.0670 -0.4432  -0.48
C8 -0.9939 2.9571 -0.4532  -0.25
H6 -1.3606 3.8589 0.0349  0.20
H7 -1.3899 2.9125 -1.4735  0.17
H8 -1.3394 2.0778 0.1024  0.18
O3 2.9887 3.3343 -0.3134  -0.48
C9 4.3760 3.5362 -0.2235  -0.25
H9 4.5010 4.5016 0.2644  0.20
H10 4.8455 3.5682 -1.2125  0.18
H11 4.8593 2.7612 0.3817  0.17
P1 -0.2940 -2.3452 -1.4046  2.15
O4 -0.7196 -3.5715 -2.0903  -1.10
O5 0.6070 -2.7745 -0.1586  -0.82
C10 1.6258 -2.0553 0.5361  0.11
C11 1.0756 -0.9238 1.3952  -0.44
C12 2.2284 -0.2136 2.0986  -0.40
C13 3.0046 -1.1971 2.9699  -0.40
C14 3.5205 -2.3635 2.1317  -0.40
C15 2.3707 -3.0612 1.4101  -0.40
H12 2.7451 -3.8722 0.7841  0.22
H13 1.6732 -3.4890 2.1328  0.20
H14 4.0415 -3.0799 2.7692  0.21
H15 4.2328 -1.9901 1.3927  0.20
H16 3.8417 -0.6877 3.4511  0.21
H17 2.3492 -1.5787 3.7560  0.19
H18 1.8387 0.6033 2.7084  0.21
H19 2.8920 0.2180 1.3463  0.20
H20 0.5245 -0.2218 0.7671  0.23
H21 0.3906 -1.3355 2.1392  0.20
H22 2.3212 -1.6380 -0.1986  0.19
C16 -1.7001 -1.3543 -0.8152  -0.49
C17 -2.4472 -0.6147 -1.7224  -0.16
C18 -3.5571 0.0938 -1.3173  -0.31
C19 -3.9768 0.0789 0.0239  0.28
N1 -5.0456 0.8242 0.4454  -0.43
C20 -5.8598 1.5283 -0.5154  -0.40
H23 -5.2550 2.2471 -1.0730  0.20
H24 -6.6368 2.0815 0.0065  0.21
H25 -6.3406 0.8465 -1.2262  0.19
C21 -5.5681 0.6441 1.7786  -0.40
H26 -4.8157 0.9120 2.5244  0.20
H27 -5.8870 -0.3889 1.9568  0.19
H28 -6.4266 1.2956 1.9218  0.21
C22 -3.2442 -0.7203 0.9168  -0.30
C23 -2.1342 -1.4226 0.4989  -0.14
H29 -1.5996 -2.0479 1.1977  0.22
H30 -3.5453 -0.8049 1.9477  0.22
H31 -4.1073 0.6515 -2.0568  0.22
H32 -2.1584 -0.6028 -2.7643  0.22

Cartesian forces (eV/Å) of the 2 atoms listed first:
C 0.0373 0.2891 0.1269
C -0.2633 -0.1655 -0.1467

Summary:
HOMO = -7.9 eV
F_max = 1.04 eV/A
LUMO energy = 0.522 eV
SMILES = COc1ccc([C@@H](O)[P@@](=O)(OC2CCCCC2)c2ccc(N(C)C)cc2)cc1OC
Kohn-Sham gap = 8.45 eV

Computed, not measured: the molecule C23H32O2 in a non-equilibrium geometry, with the ωB97M-V functional and the def2-TZVPD basis.

Each line ends with the natural charge from an NBO analysis.
CARTESIAN COORDINATES (ANGSTROEM)
C1 1.9841 -3.3312 1.0931  -0.65
C2 2.7269 -2.5074 2.3060  -0.41
C3 2.7574 -0.8791 2.1176  -0.41
C4 3.4945 -0.3538 0.7473  -0.43
C5 2.4025 -0.2429 -0.4696  -0.42
C6 2.7690 0.8428 -1.6408  -0.41
C7 2.3860 2.3988 -1.2952  -0.41
C8 0.8634 2.5342 -0.7045  -0.43
C9 0.1588 3.9985 -0.9169  -0.42
C10 -0.7667 4.2596 0.4513  -0.40
C11 -2.2259 3.4584 0.3768  -0.42
C12 -2.0456 2.0873 1.2656  -0.41
C13 -3.2639 1.0324 0.9100  -0.45
C14 -2.8559 0.0549 -0.3799  0.07
C15 -3.1260 0.5918 -1.9408  -0.24
C16 -2.7457 -0.3266 -3.2485  -0.20
C17 -2.1169 -1.8502 -3.0318  -0.19
C18 -1.8611 -2.3975 -1.4738  -0.09
C19 -2.2028 -1.4511 -0.1421  -0.14
C20 -1.8625 -2.1056 1.3307  0.49
O1 -1.6821 -1.3618 2.4542  -0.55
C21 -1.6627 -3.7456 1.5520  -0.23
C22 -1.3695 -4.5774 0.3372  -0.26
C23 -1.2458 -3.9256 -1.1903  0.50
O2 -0.6869 -4.6067 -2.2000  -0.53
H1 2.8002 -3.9683 0.5050  0.22
H2 1.3156 -2.6745 0.3920  0.22
H3 1.2505 -4.1346 1.5815  0.21
H4 2.0796 -2.7163 3.2862  0.20
H5 3.7966 -2.9578 2.5449  0.21
H6 3.3452 -0.4306 3.0551  0.21
H7 1.6441 -0.5022 2.2461  0.21
H8 4.3248 -1.1264 0.3782  0.21
H9 4.0393 0.6544 0.9834  0.21
H10 1.3464 -0.1170 0.0182  0.21
H11 2.3893 -1.3122 -1.0005  0.21
H12 3.9062 0.7008 -1.9029  0.21
H13 2.1285 0.5456 -2.5978  0.21
H14 2.4158 3.0135 -2.3182  0.20
H15 3.1682 2.9487 -0.5908  0.21
H16 0.9234 2.2124 0.4436  0.21
H17 0.1866 1.7417 -1.2816  0.21
H18 0.8986 4.8971 -1.0409  0.22
H19 -0.6152 3.8898 -1.8014  0.21
H20 -0.9696 5.3964 0.6405  0.21
H21 -0.2141 3.8132 1.3903  0.20
H22 -3.0797 4.1171 0.8863  0.21
H23 -2.5465 3.2580 -0.7529  0.20
H24 -1.0422 1.5136 1.0757  0.23
H25 -2.1242 2.3509 2.4028  0.22
H26 -3.5378 0.3652 1.8335  0.25
H27 -4.2618 1.5954 0.5995  0.22
H28 -3.6054 1.6649 -2.1319  0.24
H29 -2.9228 0.1039 -4.3250  0.24
H30 -1.8383 -2.5272 -3.9741  0.27
H31 -1.7753 -4.1641 2.6403  0.27
H32 -1.2488 -5.7475 0.5064  0.26

Cartesian forces (eV/Å) of the 2 atoms listed first:
C 0.1592 -1.1644 0.6034
C -0.7677 -0.0161 0.8066

Summary:
HOMO = -8.9 eV
F_max = 8.18 eV/A
LUMO energy = -1.845 eV
SMILES = CCCCCCCCCCCCCc1cccc2c1C(=O)C=CC2=O
Kohn-Sham gap = 7.10 eV